Below is a structure of composition C22H34AsF5MoSSi4, with properties calculated with ωB97M-V/def2-TZVPD.

Orbital gap (alpha / beta): 6.12 / 6.13 eV
HOMO level (alpha / beta): -14.4962 / -14.4964 eV

```
! wB97M-V def2-TZVPD RIJCOSX def2/J DEFGRID3
* xyz 2 1
Mo 0.653 0.445 -0.846
As -0.536 -1.312 0.024
S 2.684 0.155 -1.770
Si -0.945 1.531 -2.429
Si 0.333 -3.647 0.013
Si 0.549 2.307 0.803
Si -2.818 -1.241 1.115
F 2.412 -0.457 1.158
F 5.572 0.238 -2.261
F 6.991 -1.001 2.023
F 7.565 -0.326 -0.534
F 4.412 -1.032 2.882
C 6.019 -0.704 1.187
C -2.879 4.520 0.603
C -0.705 -4.402 -1.311
C 3.695 -0.438 0.730
C -2.340 -1.427 2.883
C 0.049 2.400 -3.734
C -3.535 0.382 0.656
C 6.311 -0.366 -0.126
C -1.650 2.706 -1.151
C -2.845 3.345 -1.492
C -2.184 0.345 -3.140
C 0.423 1.843 2.587
C -3.650 -2.699 0.366
C 2.102 -3.466 -0.486
C 3.960 -0.119 -0.590
C 2.017 3.370 0.408
C -1.057 2.991 0.108
C -3.454 4.245 -0.629
C 0.043 -4.241 1.731
C 4.701 -0.731 1.623
C 5.285 -0.077 -1.006
C -1.693 3.895 0.967
H 0.858 2.996 -3.310
H -1.953 -0.492 3.290
H -4.377 4.732 -0.919
H -3.625 -2.668 -0.725
H 0.475 1.696 -4.453
H -1.589 -2.206 3.029
H -1.691 -0.308 -3.865
H -2.643 -0.275 -2.372
H -2.870 1.205 0.920
H 0.499 -5.228 1.854
H -3.751 0.439 -0.412
H -3.349 5.220 1.281
H 1.274 1.228 2.883
H -3.314 3.145 -2.451
H -3.207 -3.636 0.707
H -1.261 4.128 1.936
H -1.023 -4.337 1.944
H -0.613 3.080 -4.280
H -0.523 -3.909 -2.268
H 2.431 -4.376 -0.995
H 2.232 -2.633 -1.176
H -1.770 -4.351 -1.090
H -0.495 1.290 2.788
H 2.948 2.912 0.751
H -3.228 -1.707 3.459
H -4.477 0.521 1.198
H 1.900 4.328 0.926
H -4.700 -2.692 0.676
H -2.973 0.887 -3.670
H 2.748 -3.312 0.383
H -0.435 -5.457 -1.419
H 0.428 2.741 3.212
H 2.102 3.580 -0.659
H 0.493 -3.570 2.466
*
```

***

Below is a structure of composition C22H34BBeF5LiN4O12, with properties calculated with ωB97M-V/def2-TZVPD.

Energy relative to the best compared isomer or geometry (same formula, charge and spin): 74.95 kJ/mol
Orbital gap: 1.25 eV
HOMO level: -9.3071 eV

```
! wB97M-V def2-TZVPD RIJCOSX def2/J DEFGRID3
* xyz 1 1
F -4.108 3.643 3.293
F -2.289 4.840 2.852
F 1.744 -7.006 6.661
F 3.931 -6.932 7.296
F -3.011 4.484 0.110
O -8.138 8.743 3.290
O 2.960 -0.793 -5.350
O 2.938 -5.857 -3.796
O -0.686 5.310 -3.554
O 3.958 -7.818 3.035
O 3.761 -4.898 3.461
O -1.702 3.299 -3.715
O 2.517 -3.839 -0.061
O 3.382 -7.868 5.191
O -0.710 -1.779 0.988
O 3.207 -5.528 5.536
O 0.380 3.694 -4.502
N 0.727 3.979 1.170
N 3.660 -5.596 0.793
N -0.018 1.935 2.104
N 1.695 -5.931 -0.393
C -3.773 2.248 0.730
C 0.614 -1.626 0.879
C 2.650 -5.037 0.116
C 3.139 -4.341 -5.598
C 2.974 -1.961 -5.024
C 3.670 -7.266 4.080
C -3.224 4.043 2.348
C 3.144 -3.069 -5.998
C -0.762 4.027 -3.911
C -1.855 5.813 -2.906
C -1.218 1.075 1.723
C -0.371 2.228 -0.278
C -3.333 3.626 1.086
C -1.423 1.187 0.216
C 3.563 -5.742 4.304
C 2.783 -3.588 -3.201
C -7.304 7.923 3.815
C 2.797 -2.325 -3.603
C -2.827 1.616 -0.295
C 0.592 2.568 0.895
C 0.441 2.339 -4.962
C 2.956 -4.700 -4.165
B 3.052 -6.844 6.251
Be -4.631 5.777 3.997
Li 0.825 -7.038 1.386
H -6.848 7.154 3.053
H -3.884 1.666 1.635
H -2.719 5.749 -3.564
H -4.754 2.313 0.257
H -6.412 8.352 4.307
H -0.841 3.145 -0.610
H -2.726 2.266 -1.157
H -1.279 0.169 -0.136
H -0.324 2.152 -5.713
H 0.924 -5.554 -0.918
H 1.533 2.134 0.586
H 1.421 2.203 -5.406
H 1.777 -6.923 -0.292
H 3.260 -5.166 -6.288
H 0.327 1.646 -4.130
H 4.332 -4.975 1.211
H 0.673 1.461 2.684
H -1.653 6.855 -2.676
H 2.635 -3.844 -2.161
H -0.392 2.665 2.709
H 1.195 -1.646 1.833
H 1.147 -2.396 0.283
H 0.962 -0.670 0.391
H -7.731 7.180 4.533
H 0.194 1.716 -1.048
H 3.271 -2.786 -7.035
H -0.189 4.417 1.140
H -2.048 5.269 -1.982
H -2.031 1.296 2.403
H 1.275 4.418 0.439
H 2.669 -1.500 -2.913
H 3.776 -6.583 0.960
H -3.343 0.731 -0.657
H -0.871 0.072 1.966
*
```